# 1
The following is a DFT calculation (wB97M-V/def2-TZVPD) of a cluster of 5 separate species, C27H40F13NO11 in total at a distorted geometry.

CARTESIAN COORDINATES (ANGSTROEM)
C1 -0.53433 -5.33584 -2.06207
C2 -0.54856 -3.87571 -2.55458
C3 -1.38112 -2.90316 -1.70628
C4 -0.62136 -2.11627 -0.64200
C5 -0.48773 -3.03493 0.62060
C6 0.73949 -2.87710 1.51734
N1 1.71592 -3.96999 1.26600
O1 -1.55063 -1.06845 -0.21813
C7 -0.82662 -0.05492 0.28838
O2 -1.23804 0.83045 1.03366
O3 0.45266 -0.13772 -0.15170
C8 0.56069 -1.24105 -1.06081
C9 0.18987 -0.62103 -2.42977
C10 1.93778 -1.87502 -1.16080
C11 2.89014 -1.29220 -2.16995
F1 2.71083 -1.84717 -3.41715
H1 -0.94239 -5.99042 -2.81715
H2 0.47481 -5.67873 -1.88529
H3 -1.12293 -5.49832 -1.16987
H4 -0.99374 -3.88081 -3.53803
H5 0.46977 -3.55007 -2.70120
H6 -1.88964 -2.22675 -2.37441
H7 -2.14949 -3.46402 -1.18983
H8 -0.60847 -4.06058 0.30742
H9 -1.35663 -2.80053 1.21544
H10 1.18843 -1.89584 1.44711
H11 0.39678 -3.01324 2.53327
H12 2.65058 -3.59123 1.18900
H13 1.53327 -4.34028 0.34338
H14 0.32926 -1.32646 -3.23271
H15 0.75731 0.27605 -2.60771
H16 -0.84939 -0.33136 -2.45373
H17 1.88542 -2.94091 -1.32122
H18 2.42144 -1.74124 -0.20001
H19 2.84468 -0.21351 -2.22427
H20 3.89823 -1.54335 -1.86353
C12 -3.75983 1.36660 2.94685
C13 -4.27488 2.71812 2.51443
O4 -5.36675 3.15950 3.35287
C14 -5.02006 3.73684 4.48961
O5 -3.91235 3.93211 4.88753
C15 -6.27899 4.19168 5.24318
F2 -7.22980 3.25056 5.24165
F3 -6.78771 5.28949 4.67041
F4 -5.99742 4.48409 6.50645
H21 -4.57289 0.63821 2.97248
H22 -2.99317 1.01505 2.26163
H23 -3.33280 1.41268 3.94907
H24 -4.68229 2.66426 1.50730
H25 -3.48480 3.46683 2.50914
C16 -9.15405 -0.64843 5.68929
C17 -9.01102 -0.81754 4.19328
O6 -7.74568 -1.42042 3.85407
C18 -7.70278 -2.74016 3.94333
O7 -8.59264 -3.46248 4.27441
C19 -6.32333 -3.24896 3.49764
F5 -5.33033 -2.52163 4.01423
F6 -6.22335 -3.19199 2.16285
F7 -6.14309 -4.51077 3.86587
H26 -8.31626 -0.07828 6.09125
H27 -10.07965 -0.12507 5.92440
H28 -9.16547 -1.61485 6.19249
H29 -9.01824 0.15096 3.69842
H30 -9.82512 -1.40780 3.77614
C20 3.54988 0.31851 -5.28749
C21 3.71800 1.81270 -5.11921
O8 5.10873 2.16380 -4.97901
C22 5.79701 2.29591 -6.10113
O9 5.39045 2.16586 -7.21385
C23 7.23812 2.70551 -5.76165
F8 7.72675 1.97151 -4.74546
F9 7.28570 3.99267 -5.40219
F10 8.04359 2.54738 -6.79990
H31 4.02937 -0.20985 -4.47071
H32 2.49465 0.05338 -5.30697
H33 4.01009 -0.02541 -6.21380
H34 3.23958 2.14795 -4.20070
H35 3.27288 2.36849 -5.94290
C24 6.73376 3.36638 -2.16923
C25 7.72907 2.98720 -1.09650
O10 7.53740 3.77077 0.09805
C26 6.59143 3.34779 0.91844
O11 5.89002 2.39286 0.76899
C27 6.54035 4.25513 2.15819
F11 6.61459 5.54428 1.82048
F12 7.56800 3.97748 2.96846
F13 5.41486 4.06493 2.83253
H36 6.78196 4.43646 -2.37511
H37 6.93843 2.82464 -3.08204
H38 5.71434 3.14067 -1.85415
H39 8.74356 3.19973 -1.42632
H40 7.67588 1.92638 -0.85648

Properties
highest occupied orbital energy: -9.91 eV
multiplicity: 1
SMILES: CCC[C@]1(CCN)OC(=O)O[C@@]1(C)CCF.CCOC(=O)C(F)(F)F.CCOC(=O)C(F)(F)F.CCOC(=O)C(F)(F)F.CCOC(=O)C(F)(F)F

***

# 2
The following is a DFT calculation (wB97M-V/def2-TZVPD) of a structure of composition C33H25I2N6O6SZr at a distorted geometry.

CARTESIAN COORDINATES (ANGSTROEM)
Zr1 -0.06235 -0.34609 0.00575
I1 2.19476 1.08739 7.42107
C1 1.42456 0.51085 5.54447
C2 0.90284 -0.76539 5.38622
C3 0.46310 -1.11855 4.13422
I2 -0.33951 -3.01388 3.69622
C4 0.49783 -0.26150 3.02208
O1 0.07656 -0.73342 1.87053
C5 0.97127 1.04898 3.23110
C6 0.96472 2.05591 2.10009
N1 -0.13151 1.78575 1.15948
C7 -1.43514 2.00102 1.80130
C8 -2.53352 1.31580 1.02999
C9 -3.73627 1.95565 0.76585
C10 -4.72191 1.26568 0.07831
C11 -4.49390 -0.06036 -0.25394
C12 -3.27629 -0.63817 0.08419
N2 -2.29996 0.04169 0.68805
C13 1.45028 1.40310 4.48611
H1 0.83502 -1.45910 6.21014
H2 1.92131 1.99977 1.56629
H3 0.88228 3.07133 2.52356
H4 -0.08091 2.41062 0.34732
H5 -1.65557 3.07191 1.92012
H6 -1.39599 1.55327 2.80397
H7 -3.89981 2.96920 1.09758
H8 -5.64913 1.75346 -0.17886
H9 -5.24864 -0.63813 -0.76381
H10 -3.07390 -1.68346 -0.13275
H11 1.84789 2.39498 4.63632
O2 0.89458 -0.58546 -2.33193
S1 -0.54318 -0.29223 -2.37910
O3 -1.20433 -0.14730 -3.62013
O4 -1.11913 -1.34344 -1.43448
O5 -0.65441 0.92910 -1.44311
C14 12.07213 -7.00345 -0.32134
O6 11.86690 -5.63817 -0.60972
C15 10.63107 -5.12179 -0.52322
C16 9.48037 -5.82290 -0.15425
C17 8.27043 -5.16772 -0.10017
C18 8.15977 -3.80784 -0.40699
C19 9.31689 -3.11218 -0.77690
C20 10.52651 -3.75790 -0.83106
C21 6.85791 -3.19775 -0.32759
N3 5.77069 -3.85073 0.03853
C22 4.75730 -2.96471 -0.02031
C23 5.23156 -1.70899 -0.44088
N4 6.57457 -1.88651 -0.62614
C24 4.37889 -0.59344 -0.61109
C25 4.76451 0.65597 -1.12686
C26 3.82143 1.64849 -1.25190
C27 2.52679 1.41883 -0.78142
N5 2.13464 0.26016 -0.27029
C28 3.00611 -0.77106 -0.26221
C29 2.49241 -2.08884 0.04454
N6 1.15271 -2.24007 0.11004
C30 0.64839 -3.43918 0.34507
C31 1.44587 -4.56744 0.58065
C32 2.81452 -4.44311 0.50408
C33 3.36753 -3.19177 0.19357
H12 13.13718 -7.17180 -0.46530
H13 11.50337 -7.64005 -1.00333
H14 11.80538 -7.23968 0.71188
H15 9.52396 -6.87029 0.09940
H16 7.37328 -5.69052 0.18644
H17 9.27653 -2.06074 -1.01742
H18 11.42839 -3.23339 -1.10268
H19 7.23804 -1.20180 -0.95087
H20 5.77861 0.82636 -1.45373
H21 4.06795 2.60394 -1.68474
H22 1.77205 2.19707 -0.85991
H23 -0.43881 -3.50479 0.35568
H24 0.98207 -5.51316 0.81858
H25 3.48033 -5.27667 0.66377

Properties
energy relative to the best compared isomer or geometry (same formula, charge and spin): 38.1 kcal per mole
highest occupied orbital energy: -10.01 eV
net charge: +1
multiplicity: 1

***

# 3
The following is a DFT calculation (wB97M-V/def2-TZVPD) of a cluster of 2 separate species, C4H8N2O in total at a distorted geometry.

CARTESIAN COORDINATES (ANGSTROEM)
C1 0.40803 1.94804 0.67869
N1 -0.25275 0.68847 0.99201
C2 0.18150 -0.40750 0.21937
C3 -0.36717 -1.61596 0.37468
O1 -1.20096 -1.89978 1.41890
C4 0.28788 -0.79927 -2.59166
N2 0.07783 0.21627 -3.09656
H1 0.36403 2.21095 -0.39094
H2 -0.05891 2.74892 1.25748
H3 1.45949 1.88967 0.97393
H4 -1.25836 0.78313 0.87770
H5 1.00080 -0.21804 -0.46357
H6 0.48528 -1.72598 -2.09333
H7 -0.26433 -2.45067 -0.31150
H8 -0.86238 -1.36825 2.15480

Properties
energy relative to the best compared isomer or geometry (same formula, charge and spin): 72.8 kcal per mole
highest occupied orbital energy: -8.10 eV
multiplicity: 1
SMILES: CN/C=C\O.C#N

***

# 4
The following is a DFT calculation (wB97M-V/def2-TZVPD) of a structure of composition C28H37Br3O27 at a distorted geometry.

CARTESIAN COORDINATES (ANGSTROEM)
C1 36.17448 11.01240 26.54159
Br1 35.93337 9.33297 25.57170
Br2 37.98918 11.10498 27.21628
Br3 34.89135 11.43364 27.92048
H1 36.06992 11.78856 25.79918
C2 34.26068 7.40773 23.00113
C3 33.34148 6.41104 23.70456
O1 34.09269 5.18321 23.68644
C4 35.34281 5.42874 23.28168
O2 36.22705 4.63016 23.25709
O3 35.47283 6.68412 22.84399
H2 34.39811 8.28652 23.63291
H3 33.84248 7.80461 22.07963
H4 32.36239 6.30879 23.24929
H5 33.13583 6.63392 24.74776
C5 31.85262 6.64103 27.74939
C6 31.49372 6.14442 29.13788
O4 31.48159 7.33793 29.91952
C7 32.03951 8.34536 29.20241
O5 32.20581 9.42555 29.63577
O6 32.39116 7.92721 27.97082
H6 30.96627 6.70973 27.10854
H7 32.47293 5.89428 27.26546
H8 32.22883 5.44970 29.54367
H9 30.49557 5.70950 29.16575
C8 33.28227 11.45617 24.06241
C9 32.00987 12.10009 23.55804
O7 31.13946 10.96766 23.41953
C10 31.55136 10.04655 24.33506
O8 30.82572 9.16963 24.67244
O9 32.80426 10.28763 24.72855
H10 33.79021 12.15071 24.73341
H11 34.01647 11.23218 23.28406
H12 32.05291 12.69221 22.64433
H13 31.58578 12.82889 24.25837
C11 39.47937 7.67230 21.87310
C12 39.93335 9.14556 21.90014
O10 38.74398 9.91057 21.81858
C13 37.71039 9.10462 22.18354
O11 36.58532 9.45119 22.32320
O12 38.08766 7.81425 22.18644
H14 39.99992 7.12025 22.65034
H15 39.56825 7.22355 20.88626
H16 40.63364 9.27121 21.07750
H17 40.39402 9.33702 22.87029
C14 30.45914 10.47057 20.21042
C15 30.50161 9.04640 20.81546
O13 31.89949 8.75703 20.87315
C16 32.63769 9.78569 20.40132
O14 33.81287 9.90350 20.44688
O15 31.82905 10.77566 19.95595
H18 30.18667 11.19133 20.97789
H19 29.91733 10.45458 19.26951
H20 30.04808 8.33456 20.12949
H21 29.99507 9.06691 21.77758
C17 36.91985 1.66046 22.62344
C18 38.18213 2.03156 21.82020
O16 39.19795 2.06743 22.79204
C19 38.72036 1.70368 23.99930
O17 39.39385 1.54430 24.95542
O18 37.37385 1.54516 23.96405
H22 36.52629 0.68939 22.31537
H23 36.15624 2.40648 22.42496
H24 37.99043 2.97653 21.31005
H25 38.37223 1.30749 21.02644
C20 28.60953 5.48577 23.11035
C21 29.79363 6.03864 23.91732
O19 30.61937 4.87369 24.01493
C22 30.27700 3.95883 23.07593
O20 30.90457 2.96890 22.87817
O21 29.10566 4.28410 22.50161
H26 28.39874 6.12899 22.25322
H27 27.67037 5.32746 23.63322
H28 29.42118 6.31753 24.89856
H29 30.26968 6.87688 23.41791
C23 38.74281 5.10267 25.43078
C24 37.82784 6.24606 25.82683
O22 38.56851 7.39646 25.40993
C25 39.89306 7.08037 25.46033
O23 40.74579 7.89720 25.32883
O24 40.03327 5.76355 25.63402
H30 38.69557 4.93552 24.35419
H31 38.76909 4.23330 26.07515
H32 37.71893 6.37533 26.90848
H33 36.82634 6.14182 25.42027
C26 33.13406 2.73332 25.43145
C27 34.26239 1.71108 25.27106
O25 35.26786 2.08948 26.21192
C28 35.00186 3.33935 26.64091
O26 35.72693 4.01884 27.29513
O27 33.75714 3.69449 26.28174
H34 32.25104 2.28077 25.88480
H35 32.82001 3.17381 24.49254
H36 34.64304 1.62768 24.24932
H37 34.05598 0.65946 25.49035

Properties
energy relative to the best compared isomer or geometry (same formula, charge and spin): 0.0 kcal per mole
highest occupied orbital energy: -9.89 eV
multiplicity: 1

***

# 5
The following is a DFT calculation (wB97M-V/def2-TZVPD) of an isolated molecule of CH4N2O2S at a distorted geometry.

CARTESIAN COORDINATES (ANGSTROEM)
C1 -0.63084 -0.33311 -0.55806
N1 -1.74673 0.28356 -1.00007
N2 -0.12505 -0.22982 0.57902
O1 2.17787 0.65921 0.93187
O2 1.29445 -1.19358 2.48110
S1 1.43441 -0.83274 1.09482
H1 -0.00370 -0.82833 -1.39943
H2 -1.91576 0.44566 -1.95071
H3 -2.11177 1.03714 -0.33984
H4 1.62712 0.99202 0.16130

Properties
energy relative to the best compared isomer or geometry (same formula, charge and spin): 24.4 kcal per mole
highest occupied orbital energy: -9.32 eV
multiplicity: 1

***

# 6
The following is a DFT calculation (wB97M-V/def2-TZVPD) of an isolated molecule of Cl2FN at a distorted geometry.

CARTESIAN COORDINATES (ANGSTROEM)
N1 -0.17055 0.25317 0.25823
F1 -0.11129 -1.07077 -0.11643
Cl1 1.62087 0.74158 0.31076
Cl2 -1.14212 0.90108 -0.92742

Properties
energy relative to the best compared isomer or geometry (same formula, charge and spin): 0.0 kcal per mole
highest occupied orbital energy: -10.71 eV
multiplicity: 1
SMILES: FN(Cl)Cl

***

# 7
The following is a DFT calculation (wB97M-V/def2-TZVPD) of a cluster of 2 separate species, C4H9IN3 in total at a distorted geometry.

CARTESIAN COORDINATES (ANGSTROEM)
C1 0.03507 2.53278 0.90379
C2 0.39923 -0.61852 -0.47078
C3 -1.60656 -0.79618 0.93801
C4 -0.78440 -0.24579 -0.13797
N1 0.29252 2.16652 -0.15959
N2 1.12997 0.28826 -1.53478
N3 1.11464 -1.76708 -0.23363
I1 -0.50953 3.18134 2.64936
H1 -2.42770 -1.36172 0.66679
H2 -0.95417 -1.33503 1.51705
H3 -2.07519 -0.11084 1.72637
H4 -1.14926 0.61145 -0.67734
H5 0.78557 1.25303 -1.71859
H6 1.16544 -0.07463 -2.57900
H7 2.07058 0.32369 -1.24837
H8 0.62586 -2.55354 0.09922
H9 1.88794 -1.49372 0.25947

Properties
energy relative to the best compared isomer or geometry (same formula, charge and spin): 68.8 kcal per mole
highest occupied orbital energy: -13.12 eV
net charge: +1
multiplicity: 1

***

# 8
The following is a DFT calculation (wB97M-V/def2-TZVPD) of a cluster of 12 separate species, C12H36N12O24 in total at a distorted geometry.

CARTESIAN COORDINATES (ANGSTROEM)
C1 -17.40538 9.35013 -7.86907
N1 -17.42073 9.44725 -9.35190
O1 -18.11193 10.31423 -9.83964
O2 -16.76273 8.65894 -9.97150
H1 -16.90971 10.26472 -7.53943
H2 -16.84950 8.51542 -7.46676
H3 -18.43934 9.40249 -7.54133
C2 -8.25316 6.91964 -4.80975
N2 -9.33616 7.77384 -4.23914
O3 -9.32300 8.93107 -4.56333
O4 -10.20432 7.24779 -3.55488
H4 -7.32253 7.45421 -4.67622
H5 -8.48860 6.88216 -5.87572
H6 -8.30017 5.93018 -4.38288
C3 -17.01240 11.34320 -4.43032
N3 -18.27307 11.38522 -3.62001
O5 -18.52924 12.42036 -3.08545
O6 -18.98330 10.41319 -3.60927
H7 -16.31220 10.83998 -3.76328
H8 -16.70518 12.37920 -4.48363
H9 -17.21141 10.80994 -5.34211
C4 -11.93189 4.86001 -4.24188
N4 -12.57975 4.53653 -5.55164
O7 -12.86973 3.38990 -5.77094
O8 -12.72862 5.47485 -6.32438
H10 -10.89028 4.98996 -4.49537
H11 -12.16609 4.07451 -3.54012
H12 -12.37890 5.79313 -3.91706
C5 -13.46173 10.29541 -1.09425
N5 -14.69482 11.03998 -0.79712
O9 -15.10069 11.80276 -1.63802
O10 -15.25237 10.77738 0.22821
H13 -13.70032 9.24480 -0.98488
H14 -12.66474 10.54570 -0.39695
H15 -13.11342 10.56998 -2.08116
C6 -8.51536 8.69535 -9.65953
N6 -9.25427 7.92010 -8.63118
O11 -10.37068 8.28682 -8.33997
O12 -8.75941 6.92021 -8.19227
H16 -9.22382 9.35744 -10.12166
H17 -8.03120 7.98344 -10.31736
H18 -7.72712 9.23987 -9.13861
C7 -12.18257 5.90093 -9.67515
N7 -11.45952 6.06923 -10.96234
O13 -10.25701 5.87581 -10.94918
O14 -12.11851 6.36557 -11.94786
H19 -11.75262 6.44470 -8.84693
H20 -12.20490 4.81955 -9.57243
H21 -13.18936 6.26382 -9.85039
C8 -12.92307 13.15406 -4.10336
N8 -13.88448 14.29824 -4.23426
O15 -13.82431 15.01298 -5.21082
O16 -14.77099 14.34786 -3.43262
H22 -13.47294 12.28402 -4.45541
H23 -12.70706 13.05905 -3.04533
H24 -12.04462 13.35293 -4.70011
C9 -12.48238 8.84660 -6.35440
N9 -13.63247 9.49556 -5.66441
O17 -13.55399 9.63285 -4.46090
O18 -14.56338 9.86228 -6.33864
H25 -11.67318 8.51007 -5.72456
H26 -12.02119 9.66728 -6.91913
H27 -12.92356 8.18667 -7.08976
C10 -16.75656 5.33658 -6.86597
N10 -15.60771 5.45892 -7.80286
O19 -15.26496 4.47523 -8.41135
O20 -15.09811 6.55862 -7.91076
H28 -16.91639 4.28126 -6.67764
H29 -17.62221 5.81820 -7.30096
H30 -16.45872 5.79629 -5.92793
C11 -14.98512 14.43596 -8.00196
N11 -14.88800 12.95400 -7.99847
O21 -15.84073 12.35103 -8.47190
O22 -13.95401 12.46373 -7.38777
H31 -14.01551 14.79529 -7.70060
H32 -15.85046 14.64915 -7.38521
H33 -15.22677 14.75366 -9.01325
C12 -14.19812 9.84664 -10.21265
N12 -13.27294 10.29349 -11.30586
O23 -13.22000 11.48876 -11.53082
O24 -12.57053 9.44420 -11.85213
H34 -14.15803 10.64592 -9.48391
H35 -13.70938 8.97695 -9.78623
H36 -15.17972 9.64202 -10.61885

Properties
energy relative to the best compared isomer or geometry (same formula, charge and spin): 20.2 kcal per mole
highest occupied orbital energy: -10.70 eV
multiplicity: 1
SMILES: C[N+](=O)[O-].C[N+](=O)[O-].C[N+](=O)[O-].C[N+](=O)[O-].C[N+](=O)[O-].C[N+](=O)[O-].C[N+](=O)[O-].C[N+](=O)[O-].C[N+](=O)[O-].C[N+](=O)[O-].C[N+](=O)[O-].C[N+](=O)[O-]

***

Q: multiplicity of number 3 (C4H8N2O)?
A: 1

***

Q: Which value of multiplicity does entry 2 give?
A: 1